DFT (wB97M-V/def2-TZVPD) results for 2 unconnected molecules or ions with the total composition C4H7NO2 in a non-equilibrium geometry.

Cartesian coordinates (Å):
C  1.352  -0.995  0.919
C  0.078  -0.123  -1.681
C  0.109  0.507  -0.499
C  -1.819  -0.394  0.462
N  2.355  -0.448  1.239
O  0.874  1.624  -0.359
O  -0.691  0.338  0.642
H  0.866  -0.075  -2.326
H  -0.627  -0.925  -1.866
H  -2.115  -0.580  1.494
H  -1.467  -1.250  -0.081
H  -2.643  0.108  0.069
H  3.143  -0.095  1.744
H  0.583  2.308  0.241

Cartesian forces (eV/Å) of the 2 atoms listed first:
2.6943 -0.1732 1.1152
-2.0530 -1.0039 2.3271

Output
Orbital gap: 9.36 eV
Net charge: 0
ΔE to the lowest compared entry with this formula, charge and spin: 4.445 eV

DFT (wB97M-V/def2-TZVPD) results for a molecular structure, C8H25I2O6S in a non-equilibrium geometry.

Cartesian coordinates (Å):
C  1.292  2.593  0.747
C  1.227  1.331  -0.297
I  3.117  0.207  -0.483
C  0.011  0.264  -0.001
I  0.518  -1.772  -0.632
S  -1.518  0.774  -0.955
C  -2.522  2.091  -0.071
O  -2.757  3.320  -0.864
O  -1.661  3.760  -1.413
H  1.017  3.635  0.290
H  0.599  2.327  1.668
H  2.410  2.633  1.164
H  1.024  1.788  -1.377
H  -0.147  0.236  1.161
H  -1.012  1.346  -2.166
H  -2.085  2.299  0.998
H  -3.605  1.622  0.112
H  -0.862  3.584  -0.813
C  6.148  -3.317  -0.096
O  6.460  -1.971  0.212
H  6.931  -3.965  0.304
H  5.190  -3.584  0.359
H  6.094  -3.441  -1.180
H  5.747  -1.421  -0.155
C  -4.860  4.152  1.596
O  -3.793  4.207  2.524
H  -4.450  4.070  0.587
H  -5.482  3.279  1.806
H  -5.457  5.064  1.671
H  -4.187  4.280  3.410
C  3.970  -6.050  -2.529
O  4.282  -4.704  -2.220
H  4.754  -6.697  -2.129
H  3.013  -6.316  -2.073
H  3.917  -6.173  -3.613
H  3.570  -4.154  -2.588
C  -4.316  -1.196  1.065
O  -4.458  0.204  1.224
H  -3.382  -1.400  0.537
H  -4.290  -1.675  2.046
H  -5.155  -1.583  0.481
H  -5.295  0.355  1.695

Cartesian forces (eV/Å) of the 2 atoms listed first:
0.7449 -1.0091 1.0589
-1.0147 1.0916 -1.3669

Output
Orbital gap: 7.61 eV
Net charge: +1

DFT (wB97M-V/def2-TZVPD) results for a molecular structure, C4H6N2 in a non-equilibrium geometry.

Cartesian coordinates (Å):
N  -2.502  -0.534  -1.379
C  -1.800  0.135  -0.751
C  -0.873  0.917  0.060
C  0.189  -0.059  0.586
C  0.942  -0.944  -0.549
N  1.465  0.477  0.731
H  -0.377  1.683  -0.546
H  -1.442  1.447  0.840
H  -0.187  -0.681  1.409
H  1.303  -0.593  -1.537
H  1.375  -1.973  -0.452
H  1.907  0.125  1.589

Cartesian forces (eV/Å) of the 2 atoms listed first:
0.5694 0.5794 0.5330
-0.8940 -0.4030 -0.7100

Output
Orbital gap: 10.08 eV
Net charge: 0
ΔE to the lowest compared entry with this formula, charge and spin: 3.571 eV

DFT (wB97M-V/def2-TZVPD) results for a molecular structure, C2H4N2S2 in a non-equilibrium geometry.

Cartesian coordinates (Å):
C  -0.283  -1.499  0.157
C  0.635  -0.334  0.355
N  -1.477  -1.370  -0.101
N  0.619  1.993  -0.711
S  -2.324  -0.021  -0.123
S  -0.127  1.327  0.537
H  0.221  -2.460  0.323
H  1.248  -0.584  1.171
H  1.327  0.075  -0.522
H  0.160  2.872  -1.086

Cartesian forces (eV/Å) of the 2 atoms listed first:
2.3237 -0.0995 0.1283
0.9636 2.4108 -1.8797

Output
Orbital gap: 7.01 eV
Net charge: 0
ΔE to the lowest compared entry with this formula, charge and spin: 3.926 eV

DFT (wB97M-V/def2-TZVPD) results for 2 unconnected molecules or ions with the total composition C4H8O2.

Cartesian coordinates (Å):
C  0.405  -1.694  0.094
C  -0.432  -0.695  -0.654
C  0.014  0.391  -1.289
O  1.299  0.827  -1.383
H  1.437  -1.355  0.256
H  -0.020  -1.896  1.084
H  0.460  -2.652  -0.437
H  -1.504  -0.871  -0.688
H  -0.657  1.071  -1.806
H  1.887  0.170  -0.986
C  -0.697  1.665  1.451
O  -1.850  1.773  1.781
H  -0.031  0.882  1.867
H  -0.220  2.348  0.721

Cartesian forces (eV/Å) of the 2 atoms listed first:
0.0756 0.0100 0.0208
0.0744 0.1554 -0.1229

Output
SMILES: C/C=C\O.C=O
Orbital gap: 9.70 eV
Net charge: 0
ΔE to the lowest compared entry with this formula, charge and spin: 2.238 eV

DFT (wB97M-V/def2-TZVPD) results for 3 unconnected molecules or ions with the total composition C3H11N4 in a non-equilibrium geometry.

Cartesian coordinates (Å):
C  2.779  1.330  -0.449
C  2.666  0.632  0.937
C  1.707  -0.498  0.826
N  -1.882  -1.787  -0.247
N  -0.768  -1.746  -0.243
N  2.149  -1.701  0.707
N  -4.421  -1.684  -0.697
H  1.727  1.381  -0.895
H  3.144  2.350  -0.274
H  3.376  0.771  -1.181
H  3.573  0.294  1.493
H  2.114  1.279  1.604
H  -3.066  -1.814  -0.291
H  1.423  -2.319  0.556
H  3.178  -1.969  0.774
H  -4.746  -2.390  -1.414
H  -4.993  -2.004  0.084
H  -4.575  -0.759  -0.941

Cartesian forces (eV/Å) of the 2 atoms listed first:
-1.1543 -0.1462 0.1710
-0.3301 -0.8200 0.4463

Output
Orbital gap (spin up / spin down): 6.35 / 6.35 eV
Net charge: +1
ΔE to the lowest compared entry with this formula, charge and spin: 4.176 eV

DFT (wB97M-V/def2-TZVPD) results for a molecular structure, C32H43Cl2N2OOsP3S in a non-equilibrium geometry.

Cartesian coordinates (Å):
P  1.147  1.148  -1.975
C  2.880  1.396  -2.386
C  3.461  0.838  -3.538
H  2.881  0.175  -4.181
C  4.784  1.146  -3.864
H  5.230  0.722  -4.767
C  5.529  1.999  -3.042
H  6.561  2.243  -3.301
C  4.953  2.543  -1.885
H  5.531  3.208  -1.241
C  3.633  2.239  -1.555
H  3.170  2.654  -0.657
C  0.566  -0.241  -2.982
C  1.141  -1.510  -2.769
H  1.962  -1.617  -2.056
C  0.663  -2.628  -3.457
H  1.086  -3.613  -3.246
C  -0.335  -2.474  -4.425
H  -0.689  -3.345  -4.985
C  -0.872  -1.210  -4.684
H  -1.635  -1.085  -5.457
C  -0.438  -0.098  -3.958
H  -0.862  0.886  -4.167
C  0.266  2.654  -2.447
C  0.638  3.326  -3.630
H  1.435  2.922  -4.256
C  0.003  4.514  -4.000
H  0.302  5.025  -4.917
C  -1.012  5.044  -3.192
H  -1.513  5.970  -3.483
C  -1.378  4.391  -2.009
H  -2.169  4.797  -1.376
C  -0.729  3.213  -1.626
H  -0.979  2.737  -0.675
Os  0.102  -0.258  2.204
C  -1.656  -1.189  1.910
C  -2.108  -1.317  0.639
H  -2.232  -1.573  2.764
C  -1.236  -0.656  -0.407
O  -2.052  0.357  -1.045
H  -1.506  0.894  -1.655
C  -0.036  -0.090  0.287
H  -0.903  -1.405  -1.155
C  0.961  0.715  -0.054
Cl  -0.232  -1.070  4.495
Cl  2.246  0.682  2.950
P  1.341  -2.283  2.185
C  2.240  -2.801  3.684
H  1.534  -3.219  4.409
H  2.731  -1.928  4.125
H  2.994  -3.553  3.416
C  0.349  -3.750  1.748
H  -0.125  -3.598  0.771
H  -0.434  -3.891  2.503
H  0.986  -4.644  1.705
C  2.648  -2.246  0.919
H  3.157  -1.277  0.961
H  2.205  -2.384  -0.074
H  3.367  -3.051  1.119
P  -3.680  -2.039  0.089
C  -4.306  -3.077  1.393
C  -3.245  -2.959  -1.392
H  -4.520  -2.463  2.277
H  -3.565  -3.846  1.650
H  -5.228  -3.554  1.036
H  -2.875  -2.278  -2.170
H  -4.136  -3.485  -1.757
H  -2.461  -3.691  -1.154
C  -4.791  -0.699  -0.319
H  -4.905  -0.050  0.559
H  -5.765  -1.116  -0.606
H  -4.358  -0.113  -1.139
H  1.708  1.092  0.644
S  -1.126  1.780  2.761
C  -0.866  1.990  4.427
N  0.280  2.393  4.999
C  0.244  2.271  6.446
C  -1.183  1.799  6.724
N  -1.779  1.763  5.396
H  1.148  2.436  4.468
H  0.432  3.244  6.908
H  0.996  1.555  6.799
H  -1.719  2.509  7.358
H  -1.204  0.809  7.193
H  -2.651  1.290  5.194

Cartesian forces (eV/Å) of the 2 atoms listed first:
0.6491 -0.3547 2.1831
0.4231 0.0525 -0.0391

Output
Orbital gap (spin up / spin down): 4.79 / 6.47 eV
Multiplicity: 5
Net charge: +2

DFT (wB97M-V/def2-TZVPD) results for a molecular structure, C35H28AsI2N2O4PPd.

Cartesian coordinates (Å):
Pd  -0.226  2.732  0.637
I  -1.978  5.645  -3.572
C  -0.007  5.609  -2.923
C  0.965  6.251  -3.682
C  2.289  6.261  -3.306
I  3.664  7.249  -4.529
C  2.686  5.605  -2.114
C  4.015  5.547  -1.630
C  4.296  4.885  -0.466
C  3.239  4.273  0.230
N  2.001  4.313  -0.192
C  1.700  4.952  -1.335
C  0.269  4.921  -1.714
O  -0.590  4.342  -1.020
H  0.665  6.752  -4.593
H  4.803  6.028  -2.196
H  5.307  4.828  -0.082
H  3.419  3.730  1.153
O  -3.628  1.497  1.522
N  -3.542  2.394  2.406
O  -4.266  2.312  3.426
O  -2.715  3.317  2.292
C  -1.243  -0.375  0.517
C  -1.496  -1.833  0.920
As  -0.548  -3.287  -0.032
C  -2.038  -4.566  -0.233
C  -1.710  -5.918  -0.181
C  -2.686  -6.897  -0.328
C  -4.008  -6.531  -0.528
C  -4.350  -5.186  -0.584
C  -3.371  -4.214  -0.439
C  -0.517  -2.585  -1.862
C  -1.438  -2.892  -2.858
C  -1.315  -2.334  -4.125
C  -0.278  -1.459  -4.408
C  0.651  -1.155  -3.424
C  0.540  -1.726  -2.164
P  -0.005  0.732  1.358
C  1.588  -0.163  0.983
C  2.475  0.492  0.130
C  3.647  -0.121  -0.293
C  3.957  -1.404  0.137
C  3.091  -2.064  1.004
C  1.924  -1.442  1.424
C  -0.228  0.209  3.121
C  -1.530  0.143  3.628
C  -1.759  -0.105  4.973
C  -0.695  -0.300  5.843
C  0.603  -0.225  5.355
C  0.829  0.036  4.011
H  -2.168  0.184  0.684
H  -1.025  -0.276  -0.548
H  -2.560  -2.034  0.808
H  -1.267  -2.004  1.975
H  -0.678  -6.210  -0.019
H  -2.410  -7.944  -0.281
H  -4.773  -7.290  -0.639
H  -5.379  -4.889  -0.743
H  -3.658  -3.171  -0.500
H  -2.263  -3.562  -2.655
H  -2.047  -2.574  -4.887
H  -0.198  -1.007  -5.389
H  1.459  -0.462  -3.623
H  1.277  -1.479  -1.410
H  2.205  1.494  -0.194
H  4.318  0.406  -0.962
H  4.866  -1.889  -0.197
H  3.317  -3.068  1.342
H  1.262  -1.966  2.104
H  -2.376  0.319  2.972
H  -2.781  -0.113  5.332
H  -0.874  -0.487  6.895
H  1.446  -0.360  6.024
H  1.850  0.111  3.653

Cartesian forces (eV/Å) of the 2 atoms listed first:
0.2427 -0.1254 -0.1272
-0.1927 -0.0148 -0.0377

Output
Orbital gap: 4.51 eV
Net charge: -2
ΔE to the lowest compared entry with this formula, charge and spin: 1.145 eV

Q: The lowest net charge belongs to which entry?
A: C35H28AsI2N2O4PPd

Q: Number 6 is which compound?
A: C3H11N4

Repeat the sixth record exactly.
DFT (wB97M-V/def2-TZVPD) results for 3 unconnected molecules or ions with the total composition C3H11N4 in a non-equilibrium geometry.

Cartesian coordinates (Å):
C  2.779  1.330  -0.449
C  2.666  0.632  0.937
C  1.707  -0.498  0.826
N  -1.882  -1.787  -0.247
N  -0.768  -1.746  -0.243
N  2.149  -1.701  0.707
N  -4.421  -1.684  -0.697
H  1.727  1.381  -0.895
H  3.144  2.350  -0.274
H  3.376  0.771  -1.181
H  3.573  0.294  1.493
H  2.114  1.279  1.604
H  -3.066  -1.814  -0.291
H  1.423  -2.319  0.556
H  3.178  -1.969  0.774
H  -4.746  -2.390  -1.414
H  -4.993  -2.004  0.084
H  -4.575  -0.759  -0.941

Cartesian forces (eV/Å) of the 2 atoms listed first:
-1.1543 -0.1462 0.1710
-0.3301 -0.8200 0.4463

Output
Orbital gap (spin up / spin down): 6.35 / 6.35 eV
Net charge: +1
ΔE to the lowest compared entry with this formula, charge and spin: 4.176 eV